No. 1
A cluster of 13 separate species, C5H37N2O12S in total. Source: the Open Molecules 2025 dataset; level of theory: ωB97M-V with the def2-TZVPD basis set.

## Properties
spin multiplicity	1
frontier orbital gap	0.27323	Ha
total charge	-1
total energy	-1623.3780	Eh

Last column: Mulliken charge in e.
Atoms and positions in Å:
1 C 2.371 0.692 -1.942  -0.9473
2 N 1.085 0.168 -1.450  0.1451
3 C 1.045 0.092 0.034  -0.1690
4 C 1.579 -1.236 0.606  -1.0042
5 S 0.696 -2.754 0.060  -0.5874
6 C -0.426 0.353 0.535  0.9468
7 N -1.079 1.413 -0.272  -0.2389
8 C -2.558 1.196 -0.314  -1.0768
9 H 2.622 1.726 -1.473  0.3499
10 H 2.260 0.859 -3.065  0.3818
11 H 3.268 0.022 -1.756  0.2306
12 H 0.880 -0.712 -1.914  0.0637
13 H 1.682 0.932 0.481  0.7511
14 H 1.588 -1.221 1.716  0.2749
15 H 2.633 -1.324 0.353  0.5339
16 H -0.356 0.603 1.576  -0.3928
17 H -1.011 -0.573 0.603  -0.9990
18 H -0.705 1.425 -1.227  0.5864
19 H -2.985 1.210 0.761  0.2493
20 H -2.823 0.249 -0.772  0.2541
21 H -3.003 2.014 -0.841  0.4758
22 H -1.916 -1.527 -1.760  0.5408
23 H -1.136 -0.432 -2.351  0.3045
24 O -1.595 -1.158 -2.646  -0.8661
25 H -0.085 -3.761 -2.615  0.2963
26 H -0.612 -2.543 -3.145  0.4579
27 O -0.084 -3.239 -3.364  -0.7826
28 H 2.591 -2.481 -2.287  0.2823
29 H 1.564 -2.835 -3.335  0.4694
30 O 2.489 -2.524 -3.235  -0.8081
31 H -3.622 -1.637 2.276  0.2505
32 H -2.896 -1.387 0.962  0.3256
33 O -3.293 -0.955 1.765  -0.6984
34 H 2.242 -1.205 -4.294  0.4800
35 H 0.944 -0.726 -4.764  0.2805
36 O 1.882 -0.464 -4.821  -0.7076
37 H 1.511 2.621 2.639  0.4216
38 H 1.169 3.504 1.516  0.4690
39 O 1.115 3.426 2.470  -0.8993
40 H -2.533 -3.160 -0.406  0.2544
41 H -1.141 -2.400 -0.148  0.0841
42 O -2.184 -2.276 -0.293  -0.7707
43 H 1.208 2.704 -0.626  0.3286
44 H -0.120 3.179 -0.037  0.4621
45 O 0.843 3.485 -0.186  -0.9261
46 H -0.592 3.173 2.636  0.5410
47 H -1.567 2.654 1.592  0.2612
48 O -1.502 2.887 2.502  -0.8169
49 H -1.831 1.426 3.265  0.4997
50 H -2.427 0.030 2.896  0.4309
51 O -2.002 0.483 3.594  -0.8228
52 H -0.453 -0.272 3.887  0.4292
53 H 0.312 -1.468 3.338  0.3084
54 O 0.392 -0.671 3.886  -0.7974
55 H 1.489 0.435 3.164  0.3241
56 H 2.898 0.962 3.409  0.2287
57 O 2.177 1.019 2.824  -0.6627

No. 2
A structure of composition C5H37N2O14. Source: the Open Molecules 2025 dataset; level of theory: ωB97M-V with the def2-TZVPD basis set.

## Properties
spin multiplicity	1
frontier orbital gap	0.29849	Ha
total charge	-1
total energy	-1375.6205	Eh

Last column: Mulliken charge in e.
Atoms and positions in Å:
1 C 1.977 2.572 2.464  -1.0269
2 O 2.440 3.398 1.428  -0.5278
3 C 1.427 1.122 2.196  3.2298
4 C 0.762 0.643 3.497  -1.4753
5 C -0.551 -0.027 3.291  -0.0681
6 C -1.650 0.613 2.792  -0.8465
7 N -2.797 -0.136 2.539  -0.6141
8 N 2.652 0.305 2.024  -0.8316
9 H 1.147 3.130 2.907  0.3121
10 H 2.751 2.249 3.184  0.3887
11 H 0.807 1.160 1.257  -1.5287
12 H 0.634 1.423 4.228  0.4128
13 H 1.396 -0.077 4.020  0.4805
14 H -0.526 -1.079 3.481  0.3578
15 H -1.571 1.598 2.353  0.6543
16 H -2.676 -1.127 2.526  0.2883
17 H -3.269 0.222 1.719  0.3014
18 H 3.068 0.605 1.146  0.3294
19 H 2.451 -0.704 2.042  0.1356
20 H -0.627 -3.813 1.426  0.3194
21 H -0.700 -2.362 0.989  0.2432
22 O -1.192 -3.043 1.471  -0.5790
23 H -0.816 -3.266 -2.300  0.3240
24 H -0.757 -2.098 -1.353  0.4371
25 O -0.944 -3.094 -1.352  -0.6931
26 H -0.683 0.156 -0.974  -0.1145
27 H -1.601 -0.443 -2.193  0.2941
28 O -0.629 -0.535 -2.014  -0.2407
29 H 1.079 -0.630 -2.969  0.2852
30 H 1.991 0.625 -3.344  0.2748
31 O 1.824 -0.301 -3.498  -0.7026
32 H 3.712 -0.955 -2.262  0.2896
33 H 2.960 -0.230 -1.185  0.3304
34 O 3.352 -1.098 -1.372  -0.5988
35 H 1.066 1.438 -0.475  0.3171
36 H -1.064 0.637 0.714  -0.0162
37 O -0.647 1.023 -0.059  -0.6276
38 H -4.649 0.059 -1.129  0.2551
39 H -3.527 -0.859 -0.684  0.3766
40 O -3.763 0.092 -0.766  -0.5838
41 H -0.508 1.979 -3.417  0.2831
42 H -0.326 3.327 -2.824  0.4220
43 O -0.486 2.900 -3.689  -0.7190
44 H -2.551 -2.673 0.444  0.3822
45 H -2.698 -3.350 -0.886  0.3713
46 O -3.186 -2.734 -0.294  -0.8144
47 H 2.042 3.041 0.627  0.4194
48 H 1.868 1.755 -1.779  0.1656
49 O 1.973 1.508 -0.861  -0.7000
50 H -1.203 4.012 -0.632  0.2593
51 H -0.329 2.728 -0.340  0.3553
52 O -0.397 3.536 -0.934  -0.7126
53 H 1.770 -2.023 0.787  0.2409
54 H 1.243 -3.123 -0.181  0.3120
55 O 1.467 -2.947 0.735  -0.6689
56 H -0.924 -1.126 -3.759  0.2390
57 H 0.155 -2.087 -4.464  0.2909
58 O -0.769 -1.917 -4.297  -0.6881

No. 3
A cluster of 16 separate species, C5H37NO15 in total. Source: the Open Molecules 2025 dataset; level of theory: ωB97M-V with the def2-TZVPD basis set.

## Properties
spin multiplicity	1
frontier orbital gap	0.27451	Ha
total energy	-1395.8789	Eh

Last column: Mulliken charge in e.
Atoms and positions in Å:
1 C -0.890 -0.454 0.974  0.6378
2 C -0.067 -1.568 1.431  0.8764
3 C 0.306 -2.696 0.526  -1.1261
4 N 1.011 -3.603 1.279  0.1090
5 C 0.986 -3.129 2.634  -0.6580
6 C 0.449 -1.846 2.684  -0.6363
7 H -1.350 0.042 1.844  0.7741
8 H -0.307 0.568 0.792  -0.7113
9 H -1.538 -0.778 0.149  -0.1578
10 H 0.372 -2.654 -0.593  -0.2988
11 H 1.363 -4.556 1.220  0.2531
12 H 1.435 -3.718 3.422  0.4263
13 H 0.831 -1.251 3.547  0.3951
14 H -2.584 2.238 2.116  0.2420
15 H -1.109 2.101 1.638  0.3926
16 O -1.680 2.148 2.462  -0.6283
17 H 1.718 -3.827 -2.072  0.3272
18 H 0.564 -4.860 -1.767  0.3329
19 O 1.432 -4.598 -1.433  -0.6792
20 H -0.178 -0.096 -3.980  0.1789
21 H -0.485 0.022 -2.360  0.1997
22 O -0.254 -0.501 -3.136  -0.4575
23 H -1.497 -3.595 1.341  0.3180
24 H -2.565 -4.431 0.724  0.2694
25 O -1.809 -4.024 0.596  -0.5454
26 H -3.078 2.990 -1.962  0.3700
27 H -1.902 3.097 -1.170  0.2957
28 O -2.570 3.661 -1.570  -0.6320
29 H 1.966 0.458 1.993  0.4238
30 H 1.567 0.179 0.478  0.1740
31 O 1.539 0.805 1.200  -0.5105
32 H -0.888 -2.201 -2.805  0.3488
33 H -1.523 -3.067 -1.789  0.3135
34 O -1.511 -2.886 -2.688  -0.6805
35 H -0.647 2.084 4.347  0.3181
36 H 0.047 3.304 3.530  0.2334
37 O -0.219 2.927 4.423  -0.6325
38 H -0.642 2.561 -2.900  0.2790
39 H -0.197 3.253 -4.013  0.2387
40 O -0.270 2.419 -3.683  -0.5561
41 H 2.156 -0.056 -2.084  0.3327
42 H 1.789 1.303 -2.420  0.2426
43 O 1.927 0.784 -1.684  -0.5376
44 H 2.322 2.023 3.613  0.3298
45 H 3.194 2.180 2.372  0.2989
46 O 2.905 1.559 3.092  -0.6735
47 H 1.098 -1.531 -3.211  0.5252
48 H 2.621 -1.672 -3.787  0.2083
49 O 2.079 -1.743 -3.092  -0.6426
50 H -3.786 0.224 -1.804  0.1958
51 H -2.531 -0.029 -1.079  0.2891
52 O -2.904 0.444 -1.776  -0.5464
53 H -0.058 3.803 0.076  0.3581
54 H 0.100 2.267 0.026  0.3072
55 O -0.499 2.850 -0.076  -0.5119
56 H 0.676 4.193 1.893  0.3588
57 H 2.015 4.345 1.401  0.3410
58 O 1.065 4.541 1.111  -0.6930

No. 4
A cluster of 14 separate species, C5H37NO15 in total. Source: the Open Molecules 2025 dataset; level of theory: ωB97M-V with the def2-TZVPD basis set.

## Properties
spin multiplicity	1
frontier orbital gap	0.37522	Ha
total energy	-1395.9812	Eh

Last column: Mulliken charge in e.
Atoms and positions in Å:
1 C 0.464 -0.909 -0.397  -0.5755
2 N 0.202 -1.173 1.095  0.2417
3 C 0.934 -2.222 1.585  0.1209
4 O 0.421 -2.977 2.425  -0.7144
5 C -0.135 -2.090 -1.309  -0.4000
6 C -1.635 -2.495 -0.974  -0.1912
7 C -2.634 -1.595 -1.723  -0.5151
8 O -2.005 -0.396 -2.083  -0.5516
9 H 0.054 0.061 -0.641  0.6265
10 H 1.588 -0.847 -0.572  -0.2843
11 H -0.717 -0.943 1.290  0.1793
12 H 1.941 -2.492 1.253  0.4773
13 H 0.532 -2.986 -0.943  0.3832
14 H 0.275 -1.996 -2.379  0.3059
15 H -1.759 -2.585 0.178  -0.1209
16 H -1.785 -3.567 -1.231  0.4333
17 H -3.002 -1.991 -2.655  0.2987
18 H -3.571 -1.448 -1.249  0.3938
19 H -1.686 -0.008 -1.241  0.2013
20 H 1.000 1.726 1.463  0.5805
21 H 0.835 3.064 0.506  0.2558
22 O 0.494 2.572 1.256  -0.7452
23 H -1.326 -2.681 2.620  0.2825
24 H -1.837 -1.862 3.674  0.3070
25 O -2.132 -2.205 2.802  -0.6838
26 H -0.551 -1.674 -4.746  0.3031
27 H -1.334 -0.803 -3.882  0.2880
28 O -0.384 -0.891 -4.198  -0.7221
29 H -0.338 3.315 -3.234  0.2562
30 H -0.580 3.625 -1.677  0.3077
31 O 0.072 3.463 -2.429  -0.6174
32 H -1.621 1.405 4.549  0.4475
33 H -0.324 2.040 4.811  0.2708
34 O -0.855 1.368 5.136  -0.6695
35 H -3.612 -1.229 2.204  0.3778
36 H -4.958 -0.380 2.004  0.2730
37 O -3.974 -0.358 2.008  -0.6747
38 H 4.472 -1.525 1.893  0.2347
39 H 4.112 -0.786 0.455  0.3076
40 O 3.913 -0.977 1.325  -0.5553
41 H 1.745 4.032 -1.908  0.3551
42 H 3.223 4.385 -1.650  0.2936
43 O 2.553 3.649 -1.542  -0.5907
44 H -0.765 1.947 0.578  0.4466
45 H -2.059 1.106 0.400  0.2252
46 O -1.541 1.724 -0.086  -0.7391
47 H 1.808 1.406 -3.683  0.3184
48 H 1.080 0.035 -3.712  0.3482
49 O 1.911 0.423 -3.564  -0.6087
50 H 2.390 0.061 1.861  0.2586
51 H 3.064 0.841 0.829  0.3596
52 O 2.462 0.921 1.558  -0.6974
53 H -1.422 1.527 2.684  0.3511
54 H -2.872 0.816 2.630  0.4117
55 O -2.390 1.587 2.979  -0.7477
56 H 4.777 0.626 -1.740  0.3037
57 H 3.401 0.079 -1.552  0.2218
58 O 4.080 0.285 -1.052  -0.6428

Q: Number 3 is which compound?
A: C5H37NO15

Q: Which of these has the lowest frontier orbital gap?
A: C5H37N2O12S